The following is a quantum chemistry calculation of 7 unconnected molecules or ions with the total composition C15H27Cl9O10 in a non-equilibrium geometry, from the OMol25 dataset.

XYZ file:
```
61
Properties=species:S:1:pos:R:3:forces:R:3:mulliken_charge:R:1
H -6.35105 7.77159 -3.10608 0.46 0.58 -0.25 0.299
C 0.71033 4.74829 5.46011 -1.26 -0.21 -0.07 0.037
H -3.42723 0.59178 1.93049 0.40 -0.06 -0.17 0.301
H -1.55430 4.21373 -2.95551 -1.02 -0.43 -0.34 0.261
Cl -0.84872 -2.13291 7.49091 0.22 -0.40 -0.67 -0.124
C -4.58638 5.36110 1.09195 -1.19 1.56 -1.00 -0.727
C 3.41116 -1.31068 1.27265 0.81 -0.02 1.18 -1.039
Cl 1.69552 -1.05971 6.71036 -0.27 -1.05 -0.29 -0.112
C 2.72783 -7.72543 -0.58359 -0.13 -0.24 -0.54 -0.575
H 4.65626 -11.66822 -1.96801 -0.15 0.14 -0.18 0.285
O 3.11755 -7.99746 -1.95770 -0.59 1.16 0.16 -0.295
H -1.96429 1.58380 2.34705 -0.22 0.61 -0.66 0.310
Cl 1.69550 -1.53726 -6.35346 -0.17 0.18 -0.04 -0.124
H 5.99083 -10.52862 -1.94992 -0.07 0.16 0.11 0.299
H 2.47515 -0.26325 -0.92681 -0.09 0.11 -0.25 0.238
H -5.12993 6.20045 1.52572 0.51 0.04 0.90 0.315
O -5.34821 6.08065 -3.64048 0.55 -0.58 -0.60 -0.302
H 4.32854 -1.49432 0.71337 -0.30 0.18 -0.65 0.348
C -1.94819 5.12069 -3.41416 0.92 1.53 0.32 -0.667
H 1.29599 0.81918 -0.17647 -0.02 -0.04 0.14 0.250
O -3.36889 5.22675 -3.42981 -0.01 -2.05 0.29 -0.288
H 3.76923 -1.30954 2.30216 -0.23 -0.29 0.18 0.323
O 4.17057 -9.77741 -1.25300 0.09 -0.60 1.45 -0.347
H -7.27180 6.72946 -4.02519 0.30 -0.71 -0.35 0.257
C -3.00228 1.35211 2.58580 0.18 -1.78 0.22 -0.679
H 2.72005 -2.14516 1.15391 -0.11 0.17 -0.27 0.271
H 3.50663 -1.68922 -4.91355 0.16 -0.42 -0.25 0.281
Cl 0.03115 5.10428 3.82617 0.42 0.14 0.74 -0.113
Cl 2.03368 -3.30706 -4.09554 0.35 -0.11 -0.29 -0.111
C 2.79494 0.05461 1.12913 -0.33 0.95 0.67 0.730
O 4.26863 -9.21755 -3.42278 -0.55 0.06 0.57 -0.572
C 3.85788 -9.03572 -2.30097 1.17 0.01 -0.86 0.802
O -4.48364 4.33065 2.01524 -0.35 -1.20 -0.26 -0.284
C -4.19593 3.07994 1.55861 1.52 0.53 -1.06 0.757
H 1.59767 4.14392 5.27175 -0.11 0.29 0.42 0.315
C 5.10108 -10.84666 -1.40651 0.11 -0.63 -0.74 -0.627
O -4.05282 2.67277 0.41507 -0.69 1.05 1.74 -0.556
C -4.01488 6.33757 -3.64677 -0.35 2.66 -0.25 0.778
O -3.53853 7.45346 -3.79944 -0.37 -1.40 0.06 -0.569
C 2.87099 -2.43258 -5.39465 -0.13 0.07 -0.24 0.066
H -1.51535 5.27689 -4.40227 -0.26 -0.20 -0.09 0.300
H 2.23766 -6.75276 -0.54179 -0.01 -0.07 -0.60 0.235
O 2.60926 0.75119 2.11145 0.25 -0.48 -0.37 -0.555
H -5.30461 5.19598 0.28884 0.59 -0.88 -0.56 0.321
O -3.89439 2.42241 2.66437 -0.11 0.26 0.90 -0.290
Cl -0.52257 3.75669 6.35266 0.80 0.28 -0.43 -0.127
H 5.37135 -11.27188 -0.43995 -0.19 0.60 0.15 0.240
H -6.07225 7.68716 -4.89994 0.53 -0.20 0.18 0.288
Cl 3.80120 -3.48183 -6.50966 -0.21 0.28 0.82 -0.113
H 1.98852 -8.48431 -0.32742 0.33 0.01 0.54 0.277
H 2.87569 1.42116 -0.59240 0.25 -0.02 0.37 0.290
H -3.61597 5.72331 0.75254 -0.05 -0.27 -0.19 0.282
Cl 0.32908 -2.88277 4.82212 -0.14 0.20 0.46 -0.096
H 1.05628 -3.39856 6.98468 0.17 0.42 -0.12 0.295
C -6.25881 7.12959 -3.98211 -0.56 0.39 1.13 -0.665
C 0.61937 -2.51180 6.52547 0.02 0.84 0.60 0.039
H 3.58440 -7.63388 0.08425 -0.02 -0.59 -0.07 0.277
Cl 1.03045 6.20542 6.43360 0.14 -0.55 -0.69 -0.111
H -1.51526 5.88968 -2.77437 -0.22 0.40 -0.07 0.307
C 2.35089 0.54659 -0.20791 -0.24 -0.57 -0.98 -0.854
H -2.89496 0.91360 3.57792 -0.53 0.15 0.13 0.248
```
Forces are in eV/Å.

Calculated values
SMILES string   COC(=O)OC.COC(=O)OC.COC(=O)OC.ClC(Cl)Cl.ClC(Cl)Cl.ClC(Cl)Cl.CC(C)=O
E_HOMO   -0.365 Eh
2S+1   1



The following is a quantum chemistry calculation of a molecular structure, C15H27KN3O3 in a non-equilibrium geometry, from the OMol25 dataset.

XYZ file:
```
49
Properties=species:S:1:pos:R:3:forces:R:3:mulliken_charge:R:1
H -4.47411 0.44912 -2.22912 0.35 -0.30 -1.20 0.355
C -0.26993 -0.02550 4.28209 0.52 0.14 0.68 -0.363
H -6.39390 -0.98000 -3.10687 0.31 -0.01 0.10 0.371
H -5.84379 -2.60670 -3.48400 0.31 0.39 0.32 0.322
H -2.65998 -3.10213 0.23440 0.37 -0.25 0.49 0.344
H -5.68823 -4.16623 -0.86006 0.18 0.23 -0.06 0.325
H 5.10964 -0.50587 -0.68230 0.05 0.23 -0.04 0.249
C 0.96025 0.32432 2.36863 1.19 0.03 -1.20 0.317
H 4.15164 4.43229 0.08103 0.14 -0.07 -0.07 0.246
C -4.63157 -1.61367 -1.95735 0.40 0.19 -0.21 0.874
H 4.96609 3.50458 1.12338 -0.15 0.01 -0.10 0.206
H -0.54275 0.80314 4.93314 0.10 -0.06 0.03 0.278
H -6.71821 -2.31942 -2.02004 0.70 0.35 0.00 0.316
N 5.23006 0.49099 -0.86467 0.12 -0.18 -0.30 -0.464
C -3.04679 -2.33270 -0.39648 1.04 -1.05 -1.26 -1.156
H -0.21357 -0.94353 4.86419 0.30 0.11 0.05 0.279
O 1.97283 0.55772 1.68554 -2.65 -0.55 1.79 -0.606
C 6.79283 2.38634 -0.36030 0.01 0.02 0.17 -0.664
O 0.00891 0.34341 -0.26667 -1.31 0.16 0.24 -0.654
C -5.92782 -1.86582 -2.66003 -0.95 0.19 -0.74 -1.517
K 2.56785 1.49021 -0.54439 0.08 0.07 -0.18 0.928
H -2.68806 -0.64330 1.30814 -0.35 1.01 -0.85 0.384
C 5.74967 3.44034 -0.75952 0.03 -0.01 -0.49 -0.522
C -0.84619 0.14003 0.60472 0.64 0.03 -0.36 0.705
C -3.76786 -0.37462 -2.03334 0.36 1.25 -1.45 -0.831
H 5.61581 0.54721 -1.80405 -0.03 -0.09 0.00 0.209
C -4.67005 -4.06844 -1.26745 -0.41 -0.21 0.56 -1.482
N -0.36968 0.06070 1.96310 0.57 0.03 -0.21 0.314
N 4.60850 3.52830 0.16882 0.13 -0.10 0.41 -0.467
H 7.49081 2.23088 -1.20009 -0.26 0.17 0.19 0.332
C -1.21730 -0.18189 3.13410 -0.51 0.18 -0.92 -0.547
H -1.65530 -1.18452 3.11973 -0.01 0.18 -0.13 0.301
H 7.39871 2.78755 0.46780 -0.12 -0.21 -0.18 0.334
H -4.05275 -4.75224 -0.65464 -0.15 0.42 -0.39 0.352
H -2.39718 -1.50337 -0.68392 -0.17 -1.43 0.12 0.250
H -2.95374 -0.43685 -2.90885 -1.75 0.03 1.97 0.214
H -1.99936 0.57505 3.15807 -0.20 -0.17 0.06 0.348
H 6.25013 4.41643 -0.87339 -0.04 -0.34 -0.03 0.361
H 5.71576 1.15111 1.04118 0.09 -0.04 -0.05 0.267
C 6.22409 1.03132 0.07795 0.01 0.08 0.40 -0.563
O 1.02228 0.27096 3.71088 -0.15 -0.10 -0.46 -0.333
C -4.13020 -2.63114 -1.20795 0.37 -1.52 0.81 1.260
H -4.74668 -4.50500 -2.28916 0.35 0.63 0.53 0.318
H 5.34836 3.16415 -1.74301 0.05 0.15 0.07 0.235
H 7.05638 0.32631 0.24483 -0.18 0.29 -0.06 0.373
C -3.21009 0.40189 -0.74008 0.82 0.16 1.29 -0.774
H -4.19653 0.67744 -0.32976 0.80 0.43 0.49 0.314
C -2.30501 -0.05753 0.44295 -0.14 -0.46 0.51 -0.665
H -2.62397 1.26867 -1.08718 -0.86 -0.02 -0.35 0.322
```
Forces are in eV/Å.

Calculated values
E_HOMO (spin up / spin down)   -0.355 / -0.409 Eh
2S+1   1
Total charge   +1



The following is a quantum chemistry calculation of C15H27N5O3 in the gas phase in a non-equilibrium geometry, from the OMol25 dataset.

XYZ file:
```
50
Properties=species:S:1:pos:R:3:forces:R:3:mulliken_charge:R:1
C -0.95062 -1.15216 -2.30113 2.87 -4.09 0.16 -0.154
C -3.48268 -0.72895 0.64802 2.35 0.41 -1.13 -0.861
N -2.58874 -1.35763 -0.44377 -0.71 -0.18 0.16 -0.183
H 0.85611 -1.56280 1.88931 -1.02 0.70 2.06 0.251
H -1.76459 1.30269 1.70339 0.77 -0.80 0.07 0.366
H 0.57235 -1.83291 3.65380 -0.65 1.44 -2.67 0.273
C 0.98956 -2.68961 -2.51847 4.94 -2.92 1.46 -0.739
C -0.22614 0.03228 2.86734 -1.21 -0.70 -0.77 -0.010
O 2.71044 0.25899 1.42460 -1.48 0.88 0.39 -0.684
O -2.30973 0.50923 -1.70203 -1.57 2.34 -0.08 -0.685
H -1.67275 2.56597 -1.44571 0.92 0.39 0.12 0.351
N -1.20072 3.46398 -1.25790 -6.04 -0.92 0.19 -0.808
H 2.83928 2.99470 -0.85545 -0.32 0.56 1.06 0.340
C -1.30711 0.26880 1.72594 -0.75 -0.17 0.89 -0.407
H -2.23745 -1.73607 2.10032 0.57 0.11 -0.63 0.289
N 0.45557 4.78578 -0.95857 3.05 3.22 -0.29 -0.424
C 0.01160 3.56947 -1.27856 0.82 -1.35 -0.80 0.066
H 0.82865 1.93856 3.31385 -0.33 0.21 0.31 0.453
H 3.25802 -4.85751 -2.88894 -0.17 -0.34 -0.85 0.307
N 1.51228 2.00326 0.65243 -3.19 1.79 3.13 -0.023
C 0.85633 2.39775 -1.62059 3.44 1.66 0.26 0.156
C -2.06157 -0.64621 -1.49035 0.98 -0.54 0.56 0.361
H 2.58134 1.30025 -0.89469 -0.19 0.46 0.00 0.364
H 0.19105 1.56613 -1.63057 -0.01 -0.87 -0.31 -0.254
H 1.14809 -4.32743 -1.16880 0.49 0.27 -0.37 0.314
C 3.09032 -4.07904 -2.17339 2.34 -0.21 1.30 -1.180
H 3.64725 -3.18031 -2.42074 0.26 -0.06 -0.39 0.320
H 1.33637 5.06306 -1.45988 -1.34 -0.04 0.97 0.262
C -0.22222 -2.31826 -1.96892 -4.49 2.77 -0.36 0.016
C 0.98659 0.93670 2.93840 0.60 0.63 -1.70 -0.928
C 1.75334 1.04373 1.62038 2.90 -0.90 -2.06 0.474
H -0.79823 0.20259 3.78594 0.29 -0.64 0.16 0.471
H 1.58554 -2.03392 -3.16390 -0.61 -0.10 -0.09 0.270
C 1.73366 -3.73364 -1.89786 -4.69 2.23 -1.14 0.063
N 0.21669 -1.36839 2.72828 0.82 -1.58 0.97 -0.586
H -4.39058 -1.30723 0.77720 0.18 -0.30 0.24 0.313
H -2.06178 -2.21318 -0.18599 -0.94 1.02 -0.10 0.180
H -0.70547 -3.03913 -1.29124 0.52 0.37 0.02 0.269
O -3.26905 -0.43831 3.05951 -0.28 1.37 0.47 -0.599
C -2.52656 -0.71224 1.84704 -0.55 0.49 1.88 -0.104
H 3.57972 -4.50360 -1.26687 -0.32 0.40 -0.35 0.331
H 1.43147 2.61126 -2.54429 -0.93 -0.42 -0.22 0.374
H -3.78837 0.32084 0.42272 0.47 -0.87 -0.45 0.357
H 0.59930 2.53026 0.80057 1.75 -0.78 -0.04 0.245
C 2.06880 2.25172 -0.62580 -0.48 -3.11 -1.86 -0.752
H -3.33950 0.52432 3.29534 0.23 -1.28 -0.77 0.375
H 1.73924 0.39565 3.49917 -0.11 0.25 0.65 0.334
H -0.30298 5.50431 -0.92635 1.14 -1.07 -0.20 0.307
H -0.84337 0.06306 0.78685 0.44 0.16 -0.87 0.159
H -0.52874 -0.58684 -3.15964 -0.76 0.11 1.00 0.376
```
Forces are in eV/Å.

Calculated values
SMILES string   [H]/N=C(/N)CCNC(=O)C[C@H](N)C[C@@H](O)CNC(=O)/C=C/C=C/C
E_HOMO   -0.308 Eh
2S+1   1
Relative energy (zero: lowest compared OMol25 entry of this formula, charge and spin)   487.8 kJ/mol



The following is a quantum chemistry calculation of C15H27NO2 in the gas phase, from the OMol25 dataset.

XYZ file:
```
45
Properties=species:S:1:pos:R:3:forces:R:3:mulliken_charge:R:1
H 0.51965 3.81460 -2.09247 -0.13 0.05 0.08 0.325
C 2.47461 -0.80851 1.60961 0.07 0.04 0.36 -0.464
H 1.22823 -0.35368 3.30620 -0.02 0.04 0.11 0.356
H 1.76224 -3.30145 0.68563 0.01 -0.06 -0.07 0.318
C -1.31325 3.36616 -3.20672 0.05 -0.08 0.05 -0.697
C -0.22122 3.01547 -2.19410 0.09 0.41 0.21 -0.319
H 3.22218 -0.05428 1.86620 0.02 0.03 -0.10 0.354
H 1.42808 0.07944 -2.17236 -0.07 -0.02 0.19 0.384
C -1.69585 2.00023 -3.76839 0.17 -0.01 -0.01 -0.479
H -2.14790 3.89074 -2.74501 0.01 0.07 -0.02 0.353
C 1.12809 -0.42935 2.22022 -0.02 -0.02 -0.41 -0.805
H -2.90426 1.04188 0.32065 0.11 -0.11 -0.04 0.328
C -2.11894 0.31061 0.54138 -0.53 -0.21 0.26 -0.616
O -0.92339 0.79145 -0.07932 0.15 0.21 0.31 -0.241
H -2.34596 1.46853 -3.07067 -0.04 -0.03 0.02 0.172
H -1.30787 1.02467 2.38431 -0.07 0.10 0.06 0.313
H 0.62314 -2.81951 3.47459 -0.04 -0.01 0.10 0.378
O -0.96566 -0.83415 -1.63165 0.01 -0.04 0.02 -0.584
C 0.52833 -2.84660 2.38593 0.02 0.01 -0.43 -1.104
C -0.33479 1.30999 -3.84569 -0.02 -0.07 -0.42 -0.711
H -0.03521 -1.53809 0.79756 -0.01 -0.03 -0.05 0.112
H -1.20588 -1.12140 3.58299 0.00 -0.10 0.06 0.414
C 0.06479 -1.47600 1.88521 -0.15 0.00 0.51 1.297
H -2.89898 0.28167 2.52568 -0.01 0.09 0.00 0.504
H -0.41428 0.22349 -3.82184 0.04 0.02 -0.02 0.312
H 2.38190 -0.83082 0.52078 0.04 0.03 -0.10 0.112
N 0.43935 1.81602 -2.71179 -0.06 -0.07 0.12 0.011
C 2.92590 -2.17894 2.10295 -0.01 -0.02 -0.35 -0.844
H -0.90351 3.98981 -4.00191 -0.02 0.06 -0.02 0.321
H 3.87881 -2.44660 1.64155 0.05 -0.01 0.08 0.375
H -0.66207 2.83343 -1.20702 0.03 0.06 -0.09 0.088
H 0.18482 1.60365 -4.76550 -0.13 -0.11 -0.06 0.379
H -1.99548 -1.94610 2.24007 -0.04 -0.06 0.06 0.377
C 0.78676 0.83129 -1.70542 0.07 -0.06 -0.09 -1.364
C -1.30143 -1.14048 2.49408 0.13 0.19 -0.24 -1.529
H 0.82646 0.54737 1.83921 -0.03 0.06 0.09 0.303
H -0.21959 -3.60219 2.13492 -0.07 -0.02 0.07 0.404
H 2.18464 -4.20595 2.14234 0.00 -0.04 -0.08 0.370
C -1.92078 0.18685 2.05001 0.12 -0.16 -0.27 -0.905
C -0.44608 0.13770 -1.14094 0.25 -0.13 -0.35 1.141
H 3.07517 -2.14469 3.18485 0.06 0.00 0.07 0.340
C 1.87070 -3.22825 1.77027 0.05 -0.03 0.34 -0.648
H -2.38859 -0.65029 0.09171 -0.02 0.17 0.06 0.421
H 1.33079 1.33402 -0.90402 0.02 -0.10 0.00 0.326
H -2.19365 2.05825 -4.73408 -0.06 -0.04 -0.02 0.422
```
Forces are in eV/Å.

Calculated values
SMILES string   O=C(CN1CCCC1)OCCCC1CCCCC1
E_HOMO   -0.304 Eh
2S+1   1
Relative energy (zero: lowest compared OMol25 entry of this formula, charge and spin)   29.0 kJ/mol



Question: What is the 2S+1 in the third record?
Answer: 1